Here is a structure of composition C18H11Cl2N3O5ReS2 from OMol25. Energies are from the ωB97M-V functional and the def2-TZVPD basis.

⟨S²⟩: 0.756
E in Eh: -3027.50400
ΔE to the lowest compared entry with this formula, charge and spin in kJ/mol: 0.0

```
! wB97M-V def2-TZVPD RIJCOSX def2/J DEFGRID3
* xyz 2 2
Re 0.1116 1.0817 1.6718
Cl 5.5380 -3.8049 1.9020
C 4.3182 -2.6369 1.5993
C 4.0586 -2.2647 0.2658
C 3.0959 -1.3306 -0.0422
Cl 2.7885 -0.8773 -1.6652
C 2.3440 -0.7568 0.9968
O 1.4127 0.1320 0.7014
C 2.6099 -1.1155 2.3407
C 1.9460 -0.4817 3.4096
O 1.0798 0.4343 3.2824
C 3.6170 -2.0710 2.6301
H 4.6264 -2.7225 -0.5333
H 2.1928 -0.7529 4.4364
H 3.8252 -2.3403 3.6562
O -2.2715 3.4067 0.4490
C -2.3849 2.2365 0.1933
N -1.2851 1.3417 0.2526
S -1.7762 -0.2414 0.1807
O -1.2716 -1.0643 -0.8539
O -1.2993 -0.5802 1.5751
C -3.4712 0.0944 0.0104
C -4.4972 -0.8063 -0.1993
C -5.7532 -0.2657 -0.4537
C -5.9441 1.1128 -0.5150
C -4.8920 1.9997 -0.3212
C -3.6384 1.4745 -0.0576
H -4.3337 -1.8743 -0.1761
H -6.5917 -0.9270 -0.6214
H -6.9310 1.4974 -0.7314
H -5.0355 3.0689 -0.3902
S 1.0391 3.2932 1.5947
C -0.2978 3.5766 2.5736
N -0.7926 4.7727 2.9758
C -1.8950 4.8595 3.7373
C -2.5515 3.7165 4.1327
C -2.0517 2.5015 3.6816
N -0.9596 2.4445 2.9225
H -0.3221 5.6202 2.6704
H -2.2126 5.8585 4.0035
H -3.4338 3.7708 4.7503
H -2.5251 1.5561 3.9147
*
```

***

Here is the molecule C5H7N3 in a non-equilibrium geometry from OMol25. Energies are from the ωB97M-V functional and the def2-TZVPD basis.

SMILES string: c1n[nH]cc1N1CC1
E in Eh: -358.90542
ΔE to the lowest compared entry with this formula, charge and spin in kJ/mol: 296.6

```
! wB97M-V def2-TZVPD RIJCOSX def2/J DEFGRID3
* xyz 0 1
C 1.0141 -1.0895 -0.2922
N 2.2457 -0.6503 0.0160
N 2.1060 0.6492 0.2057
C 0.8082 1.0750 0.0296
C 0.0848 -0.0623 -0.2282
N -1.2662 -0.3051 -0.3430
C -2.1403 -0.4083 0.7983
C -2.4156 0.5548 -0.4037
H 0.7512 -2.1590 -0.2998
H 2.9082 1.1911 0.4938
H 0.6722 2.1605 -0.0214
H -2.6625 -1.3557 0.8003
H -1.8580 -0.0242 1.7480
H -3.1624 0.3100 -1.1862
H -2.3551 1.6031 -0.1092
*
```